(1)
{
  "formula": "C13H4BeCl5NO4",
  "method": "the ωB97M-V functional and the def2-TZVPD basis",
  "energy_ha": -3168.87163,
  "multiplicity": 1,
  "largest_force_ev_per_a": 0.887,
  "total_charge": 0,
  "orbital_gap_ev": [7.6, 7.6],
  "homo_ev": [-9.113, -9.178],
  "e_lumo_ha": [-0.055, -0.059],
  "symbols": ["Be", "O", "C", "C", "C", "C", "C", "C", "C", "O", "N", "O", "O", "H", "H", "H", "H", "Cl", "C", "C", "C", "Cl", "C", "Cl", "C", "Cl", "C", "Cl"],
  "xyz": [[-1.098, -0.036, 0.819], [-1.925, 0.154, -0.497], [-1.797, -0.215, -1.681], [0.318, 1.084, -3.817], [1.414, 0.474, -3.734], [2.568, -0.315, -3.427], [2.962, -0.756, -2.224], [2.325, -0.564, -0.944], [1.021, -0.572, -0.612], [0.417, -0.273, 0.438], [3.431, -0.593, -4.590], [3.047, -0.160, -5.660], [4.398, -1.303, -4.431], [-1.735, 0.502, -2.505], [1.245, 1.004, -4.811], [3.927, -1.249, -2.220], [2.976, -0.359, -0.101], [-1.488, 2.720, 2.149], [-1.885, 1.288, 3.058], [-1.687, 0.054, 2.430], [-2.015, -1.006, 3.216], [-0.133, -1.363, -1.883], [-2.498, -1.004, 4.493], [-2.859, -2.474, 5.323], [-2.683, 0.246, 5.085], [-3.287, 0.363, 6.690], [-2.371, 1.402, 4.357], [-2.590, 2.950, 5.077]]
}

(2)
{
  "formula": "C12H18N2",
  "method": "the ωB97M-V functional and the def2-TZVPD basis",
  "energy_ha": -577.30675,
  "smiles": "Cc1cc2c(cc1C[C@@H](C)N)CCN2",
  "multiplicity": 1,
  "largest_force_ev_per_a": 6.220,
  "total_charge": 0,
  "orbital_gap_ev": 8.5,
  "homo_ev": -7.605,
  "e_lumo_ha": 0.032,
  "symbols": ["C", "C", "C", "C", "C", "C", "C", "C", "C", "C", "N", "C", "C", "N", "H", "H", "H", "H", "H", "H", "H", "H", "H", "H", "H", "H", "H", "H", "H", "H", "H", "H"],
  "xyz": [[-0.327, -2.586, 1.147], [0.068, -1.454, 0.195], [0.377, -1.420, -1.114], [0.142, -0.340, -1.907], [-0.461, 0.848, -1.320], [-0.524, 0.894, 0.018], [-0.408, -0.309, 0.804], [-0.710, 0.014, 2.361], [0.386, 0.675, 3.129], [1.384, -0.508, 2.988], [0.908, 1.886, 2.430], [-0.563, 1.841, -2.717], [-0.631, 0.807, -3.858], [0.152, -0.228, -3.329], [0.699, -2.931, 1.688], [-1.443, -2.036, 1.635], [-0.868, -3.586, 0.602], [0.711, -2.388, -1.737], [-0.865, 1.755, 0.464], [-0.883, -0.865, 3.056], [-1.803, 0.497, 2.323], [0.316, 1.006, 4.160], [2.443, -0.250, 3.248], [0.867, -1.230, 3.759], [1.377, -1.383, 2.011], [1.645, 2.121, 2.982], [1.180, 1.463, 1.488], [0.352, 2.585, -2.729], [-1.472, 2.426, -2.769], [-0.514, 1.141, -4.985], [-1.724, 0.566, -3.737], [0.165, -1.273, -3.522]]
}

(3)
{
  "formula": "C5H11NO2",
  "method": "the ωB97M-V functional and the def2-TZVPD basis",
  "energy_ha": -402.29439,
  "smiles": "O=CCNCCCO",
  "multiplicity": 1,
  "largest_force_ev_per_a": 1.909,
  "total_charge": 0,
  "orbital_gap_ev": 10.3,
  "homo_ev": -9.376,
  "e_lumo_ha": 0.033,
  "symbols": ["O", "C", "C", "N", "C", "C", "C", "O", "H", "H", "H", "H", "H", "H", "H", "H", "H", "H", "H"],
  "xyz": [[3.044, -2.139, -2.043], [2.068, -1.454, -1.890], [1.553, -1.097, -0.517], [0.616, 0.025, -0.578], [-0.232, 0.154, 0.582], [-1.597, 0.781, 0.300], [-1.998, 1.903, 1.246], [-2.764, 1.277, 2.282], [1.581, -1.025, -2.785], [2.453, -0.806, 0.018], [1.165, -1.961, 0.029], [0.003, -0.148, -1.366], [0.301, 0.675, 1.396], [-0.431, -0.742, 1.182], [-1.650, 1.143, -0.729], [-2.391, 0.031, 0.336], [-1.083, 2.265, 1.713], [-2.643, 2.614, 0.724], [-2.785, 1.811, 3.079]]
}

Listing energy above the lowest of the compared OMol25 structures with the same formula, charge and spin for the structures above in their given order: 0.000, 6.600, 2.279 eV.